DFT (ωB97M-V/def2-TZVPD) results for a structure of composition C31H75O12P3Si2 at a distorted geometry.

Geometry (Å):
C  -1.431  3.336  -2.055
C  -0.774  1.994  -1.660
Si  0.385  2.204  -0.225
O  1.360  0.869  -0.118
Si  2.263  0.463  1.218
C  3.039  -1.198  0.824
C  2.602  -2.364  1.751
C  3.783  -3.135  2.378
C  3.555  -3.531  3.847
C  4.110  -2.514  4.854
C  3.791  -1.050  4.495
C  3.905  -0.075  5.689
C  2.658  0.813  5.786
C  1.424  0.010  6.261
C  0.493  0.804  7.194
C  -0.283  -0.130  8.114
O  0.509  -0.850  9.038
C  1.386  -0.052  9.809
C  3.611  1.707  1.596
C  3.234  2.958  2.421
C  3.979  4.228  1.957
C  3.304  5.551  2.373
O  2.980  6.392  1.284
C  1.720  6.114  0.697
P  -0.927  2.478  1.621
O  -2.054  3.406  1.298
H  -2.361  3.458  -1.503
H  -0.807  4.204  -1.829
H  -1.648  3.347  -3.122
H  -1.572  1.304  -1.391
H  -0.194  1.606  -2.499
H  1.224  3.389  -0.505
H  1.392  0.339  2.427
H  2.752  -1.455  -0.200
H  4.125  -1.080  0.813
H  2.045  -3.079  1.143
H  1.920  -2.013  2.527
H  4.721  -2.584  2.275
H  3.925  -4.058  1.811
H  2.488  -3.708  4.017
H  4.050  -4.489  4.028
H  3.792  -2.745  5.872
H  5.201  -2.616  4.818
H  2.768  -1.012  4.115
H  4.475  -0.756  3.698
H  4.778  0.565  5.546
H  3.988  -0.660  6.607
H  2.424  1.192  4.786
H  2.843  1.669  6.439
H  1.762  -0.887  6.785
H  0.840  -0.256  5.378
H  -0.264  1.302  6.579
H  1.020  1.594  7.732
H  -0.750  -0.890  7.481
H  -1.107  0.397  8.612
H  1.485  -0.515  10.789
H  2.365  0.022  9.323
H  1.010  0.968  9.936
H  4.118  1.979  0.666
H  4.343  1.139  2.181
H  3.531  2.793  3.458
H  2.160  3.178  2.419
H  4.089  4.222  0.872
H  4.969  4.218  2.418
H  2.422  5.379  3.005
H  4.002  6.133  2.978
H  0.980  6.858  1.009
H  1.347  5.140  1.022
H  1.813  6.124  -0.389
H  -1.417  1.184  1.922
H  -0.188  2.903  2.748
O  -3.518  1.260  -4.253
P  -4.256  0.897  -5.462
O  -5.285  2.018  -5.940
C  -4.814  3.343  -6.234
C  -3.963  3.402  -7.486
O  -5.334  -0.238  -5.100
C  -5.467  -0.759  -3.776
C  -6.557  -0.036  -3.016
O  -3.649  0.305  -6.780
C  -4.009  -0.935  -7.415
C  -5.293  -0.809  -8.198
H  -4.265  3.729  -5.372
H  -5.708  3.952  -6.357
H  -3.022  2.865  -7.354
H  -3.729  4.438  -7.732
H  -4.485  2.946  -8.328
H  -4.517  -0.711  -3.244
H  -5.723  -1.814  -3.890
H  -6.374  1.039  -3.007
H  -6.607  -0.391  -1.986
H  -7.526  -0.201  -3.489
H  -4.045  -1.743  -6.685
H  -3.183  -1.158  -8.090
H  -6.122  -0.509  -7.559
H  -5.534  -1.768  -8.658
H  -5.188  -0.060  -8.983
O  1.500  -3.913  -1.701
P  0.323  -3.481  -2.456
O  -1.013  -3.465  -1.584
C  -1.052  -2.662  -0.394
C  -1.028  -1.184  -0.719
O  -0.093  -4.626  -3.501
C  0.640  -5.848  -3.616
C  0.009  -6.938  -2.777
O  0.218  -2.211  -3.367
C  -0.163  -2.150  -4.751
C  -1.662  -2.235  -4.919
H  -0.217  -2.932  0.258
H  -1.973  -2.930  0.122
H  -0.076  -0.892  -1.161
H  -1.172  -0.597  0.190
H  -1.814  -0.937  -1.434
H  1.685  -5.698  -3.349
H  0.609  -6.121  -4.673
H  -0.083  -6.620  -1.738
H  0.609  -7.847  -2.815
H  -0.994  -7.167  -3.141
H  0.364  -2.907  -5.329
H  0.192  -1.181  -5.102
H  -2.060  -3.160  -4.504
H  -1.912  -2.189  -5.981
H  -2.148  -1.401  -4.408

Electronic energy   -3732.343458 Ha
M   789.023 g/mol
Orbital gap   9.91 eV
Highest occupied orbital energy   -9.336 eV
F_max   3.5 eV/Å

DFT (ωB97M-V/def2-TZVPD) results for a structure of composition C31H76F6LiN13O17S2 at a distorted geometry.

Geometry (Å):
Li  3.460  -1.752  0.601
C  3.178  1.901  1.674
F  3.680  3.122  1.458
F  3.999  1.154  2.357
F  2.067  1.908  2.387
S  2.874  1.188  -0.070
O  2.153  2.169  -0.869
O  4.211  0.822  -0.605
N  2.074  -0.406  0.235
S  0.698  -0.267  -0.378
O  -0.069  -1.510  -0.070
O  -0.012  0.988  -0.047
C  0.994  -0.255  -2.349
F  2.233  -0.509  -2.752
F  0.391  -1.320  -2.884
F  0.468  0.875  -2.820
C  5.378  -3.428  -0.533
C  5.927  -1.974  -0.620
O  5.673  -1.251  0.596
O  4.042  -3.440  -0.603
H  5.754  -4.052  0.278
H  5.756  -3.815  -1.479
H  5.420  -1.294  -1.303
H  6.999  -1.925  -0.811
H  5.990  -0.347  0.533
H  3.826  -4.184  -1.170
C  -1.017  -4.248  1.823
C  -0.940  -5.442  2.815
O  -1.542  -6.576  2.343
O  0.125  -4.159  0.945
H  -1.124  -3.273  2.298
H  -1.886  -4.389  1.180
H  -1.528  -5.135  3.680
H  0.074  -5.576  3.190
H  -1.015  -7.039  1.688
H  -0.029  -3.470  0.294
C  0.761  4.581  3.378
C  0.181  5.896  3.983
O  -0.237  6.878  3.044
O  -0.242  3.688  3.155
H  1.499  4.059  3.988
H  1.355  4.856  2.506
H  0.973  6.347  4.580
H  -0.617  5.741  4.709
H  -0.587  7.638  3.515
H  -0.848  4.168  2.586
C  7.232  2.007  1.372
O  6.917  3.037  0.762
N  6.974  1.756  2.696
N  7.573  0.933  0.856
H  6.261  2.320  3.138
H  6.969  0.760  2.860
H  8.011  0.267  1.476
H  7.768  0.903  -0.135
C  3.090  1.262  6.035
O  3.786  0.774  6.842
N  1.975  0.682  5.642
N  3.429  2.264  5.389
H  1.494  1.168  4.899
H  1.861  -0.302  5.839
H  4.350  2.582  5.656
H  2.860  2.796  4.747
C  5.280  -1.491  4.385
O  5.881  -2.525  4.104
N  5.847  -0.519  5.140
N  4.063  -1.195  4.071
H  5.298  0.077  5.743
H  6.726  -0.951  5.388
H  3.666  -1.897  3.463
H  3.729  -0.271  4.305
C  3.907  -0.024  -5.529
O  4.953  -0.431  -5.145
N  2.821  -0.638  -5.323
N  3.853  0.936  -6.366
H  2.989  -1.408  -4.692
H  1.894  -0.301  -5.542
H  2.921  0.973  -6.753
H  4.720  1.030  -6.876
C  0.813  2.691  -5.216
O  0.858  1.523  -5.386
N  1.680  3.306  -4.489
N  0.013  3.608  -5.765
H  1.639  4.289  -4.260
H  2.375  2.645  -4.173
H  -0.692  3.371  -6.448
H  0.077  4.463  -5.232
C  -1.371  -0.180  3.746
C  -2.714  0.446  3.184
C  -2.888  -0.056  1.726
C  -3.506  -1.497  1.587
C  -4.694  -1.717  2.614
C  -4.456  -1.471  4.055
N  -3.835  -0.027  4.137
O  -3.660  0.290  5.405
C  -5.831  -1.580  4.678
C  -3.408  -2.491  4.613
C  -2.833  1.979  3.261
H  -0.551  0.382  3.299
H  -1.336  -1.237  3.482
H  -1.150  -0.031  4.803
H  -3.351  0.772  1.189
H  -1.940  -0.021  1.189
H  -2.848  -2.319  1.868
H  -3.950  -1.597  0.596
H  -4.999  -2.761  2.541
H  -5.564  -1.191  2.220
H  -6.546  -0.860  4.280
H  -6.320  -2.535  4.486
H  -5.823  -1.442  5.759
H  -2.652  -2.839  3.908
H  -2.945  -2.080  5.510
H  -3.826  -3.383  5.080
H  -2.173  2.308  2.457
H  -2.564  2.318  4.261
H  -3.840  2.318  3.018
H  -4.402  0.898  5.441
C  -5.860  -2.321  -6.242
C  -4.923  -1.067  -6.182
C  -5.886  0.174  -6.273
C  -5.209  1.465  -5.929
C  -4.717  1.398  -4.506
C  -3.650  0.261  -4.225
N  -4.177  -0.965  -4.841
O  -3.357  -1.998  -4.634
C  -2.321  0.644  -4.721
C  -3.586  0.132  -2.733
C  -3.906  -1.081  -7.343
H  -5.456  -3.289  -5.944
H  -6.523  -2.332  -5.376
H  -6.515  -2.469  -7.100
H  -6.313  0.220  -7.274
H  -6.594  -0.037  -5.472
H  -4.292  1.598  -6.504
H  -5.766  2.369  -6.175
H  -5.494  1.208  -3.765
H  -4.198  2.317  -4.232
H  -1.634  -0.192  -4.590
H  -1.868  1.459  -4.156
H  -2.377  0.896  -5.780
H  -2.850  -0.614  -2.432
H  -4.395  -0.389  -2.220
H  -3.384  0.968  -2.063
H  -4.386  -1.668  -8.126
H  -3.877  -0.089  -7.795
H  -2.985  -1.625  -7.136
H  -3.911  -2.779  -4.560

Electronic energy   -4620.337853 Ha
Total charge   +1
M   1088.086 g/mol
2S+1   2
Orbital gap (spin up / spin down)   6.68 / 2.95 eV
Highest occupied orbital energy (spin up / spin down)   -9.222 / -9.222 eV
F_max   9.1 eV/Å

> What is the formula in the second record?

C31H76F6LiN13O17S2

> Which value of F_max does entry 1 give?

3.5 eV/Å

> The highest electronic energy belongs to which entry?

C31H75O12P3Si2

> What is the F_max in the first record?

3.5 eV/Å